[1]
24
Properties=species:S:1:pos:R:3 method="wB97M-V/def2-TZVPD" largest_force_ev_per_a=2.4 e_tot_ev=-11606.7469 smiles=Cc1ccc(O)cc1.CC e_lumo_ha=0.0328 homo_lumo_gap_ev=9.41 relative_energy_kj_mol=85.9
C -0.1517 0.2462 -2.6019
C 0.6608 -0.1105 -1.3786
C 1.3362 0.9400 -0.8212
C 2.0403 0.8326 0.4105
C 1.8776 -0.3210 1.1462
O 2.3168 -0.6498 2.4199
C 1.3378 -1.4663 0.5369
C 0.8409 -1.3730 -0.7411
H 0.4528 0.4009 -3.4917
H -0.7148 1.1402 -2.3395
H -0.9072 -0.5194 -2.8119
H 1.3599 1.8946 -1.3505
H 2.4555 1.7278 0.8756
H 2.4425 0.1819 2.8698
H 1.2109 -2.3560 1.1309
H 0.3354 -2.2955 -1.0163
C -2.4648 -0.4113 0.5743
C -1.7053 0.7823 1.2062
H -1.8522 -0.7299 -0.2791
H -2.6387 -1.1851 1.3231
H -3.4676 -0.1884 0.2071
H -1.9895 1.0005 2.2429
H -0.6235 0.7682 1.0775
H -2.1520 1.6910 0.8109

[2]
130
Properties=species:S:1:pos:R:3 method="wB97M-V/def2-TZVPD" largest_force_ev_per_a=5.8 e_tot_ev=-121136.1055 e_lumo_ha=-0.0184 homo_lumo_gap_ev=9.13 relative_energy_kj_mol=469.5
C 4.0332 1.2559 -4.8746
C 2.7935 0.8805 -4.1626
O 3.1925 0.7901 -2.8234
C 4.2659 1.6554 -2.6038
O 4.6964 1.8944 -1.5038
O 4.7667 1.8840 -3.8069
H 3.9394 1.7278 -5.8527
H 4.5011 0.2876 -5.0524
H 2.3975 -0.0854 -4.4763
H 1.9059 1.5127 -4.1863
C 0.6001 -1.3010 4.6372
C 1.6390 -0.2635 4.4372
O 2.8543 -1.0388 4.4238
C 2.5945 -2.2409 3.9742
O 3.4366 -3.0692 3.6297
O 1.2417 -2.4320 3.9831
H -0.3055 -0.9643 4.1326
H 0.5381 -1.5223 5.7027
H 1.5982 0.3974 5.3030
H 1.5021 0.3086 3.5195
C -1.0232 6.5544 -1.0215
C -2.2595 6.0243 -0.5193
O -2.1551 4.6965 -0.6445
C -1.1006 4.3731 -1.4736
O -0.8027 3.2629 -1.8170
O -0.4131 5.4771 -1.6993
H -0.3076 6.8411 -0.2509
H -1.2444 7.3765 -1.7021
H -3.1565 6.5272 -0.8806
H -2.2891 6.1408 0.5640
C 5.2753 -1.0429 -0.2522
C 6.5536 -1.6376 -0.5444
O 6.3955 -2.9903 -0.1506
C 5.2450 -3.1618 0.4262
O 4.8216 -4.1382 1.0128
O 4.5822 -2.0697 0.4647
H 4.6943 -0.7797 -1.1361
H 5.4073 -0.1478 0.3556
H 7.3594 -1.0543 -0.0989
H 6.6838 -1.5557 -1.6235
C 1.3159 -0.3545 -0.1579
C 0.2878 0.0559 -1.1957
O -0.9320 -0.3835 -0.7027
C -0.8184 -0.6116 0.6761
O -1.7779 -0.8548 1.4207
O 0.5490 -0.5406 1.0422
H 1.9642 0.5080 -0.0036
H 1.8858 -1.2230 -0.4880
H 0.5627 -0.3537 -2.1677
H 0.2751 1.1428 -1.2779
C -1.7660 1.2049 -4.2503
C -2.1490 2.5720 -4.6228
O -3.0994 2.2877 -5.6303
C -3.2133 0.9843 -5.9167
O -3.9910 0.4894 -6.7431
O -2.2719 0.3327 -5.1950
H -2.0365 0.8024 -3.2741
H -0.6780 1.1386 -4.2561
H -1.4042 3.2302 -5.0704
H -2.6936 2.9919 -3.7771
C -5.5024 1.3788 -0.2141
C -4.2823 0.8307 -0.9256
O -3.8398 1.9957 -1.6045
C -4.8474 2.9194 -1.6986
O -4.7610 3.9197 -2.3612
O -5.8879 2.5625 -0.9193
H -5.2971 1.7091 0.8042
H -6.2298 0.5678 -0.1774
H -4.5890 0.0053 -1.5680
H -3.5576 0.4528 -0.2044
C -4.1707 -3.3497 0.1304
C -5.0934 -4.3455 0.7694
O -6.1529 -3.5944 1.2539
C -6.0255 -2.3196 0.7671
O -6.8800 -1.4209 0.8783
O -4.9006 -2.1518 0.0494
H -3.8833 -3.7642 -0.8358
H -3.2442 -3.1861 0.6809
H -4.6171 -5.0667 1.4335
H -5.3961 -5.0363 -0.0175
C 1.4168 -5.2965 2.3866
C 1.3385 -4.5952 1.0535
O 0.0843 -3.9530 1.0410
C -0.6356 -4.5216 1.9882
O -1.8602 -4.2780 2.1241
O 0.1598 -5.2262 2.8488
H 2.0281 -4.8090 3.1461
H 1.7938 -6.2915 2.1501
H 1.3627 -5.3488 0.2663
H 2.1102 -3.8414 0.8977
C 2.2706 4.0556 -0.3107
C 3.6551 4.7210 -0.0228
O 4.0483 4.0751 1.1963
C 3.1806 3.1021 1.5119
O 3.2531 2.5761 2.6279
O 2.1569 2.9459 0.5937
H 2.2704 3.6997 -1.3410
H 1.4344 4.7404 -0.1694
H 3.6826 5.8079 0.0549
H 4.2341 4.3660 -0.8753
C 4.3718 -3.7479 -3.8566
C 4.2980 -4.9700 -2.9702
O 3.0005 -4.9069 -2.4249
C 2.5960 -3.6236 -2.4750
O 1.6108 -3.2267 -1.9225
O 3.5202 -2.8778 -3.1163
H 3.9891 -3.8890 -4.8674
H 5.3619 -3.2922 -3.8537
H 5.0696 -4.9434 -2.2008
H 4.3588 -5.8562 -3.6018
C -4.5666 -0.9031 4.0237
C -3.1841 -0.6880 4.6089
O -2.8266 -2.0260 5.0796
C -3.7478 -2.8786 4.7491
O -3.6414 -4.0851 4.9825
O -4.7952 -2.3071 4.2933
H -4.5175 -0.8238 2.9377
H -5.2500 -0.2450 4.5603
H -3.2949 -0.0634 5.4953
H -2.4070 -0.3437 3.9264
C -2.1073 3.6250 2.5008
C -0.9251 2.8756 1.8563
O -0.2204 2.3314 2.9903
C -0.9427 2.3681 4.1020
O -0.6523 1.7891 5.1427
O -2.0938 3.0666 3.8108
H -3.0570 3.5320 1.9739
H -1.8487 4.6829 2.5464
H -0.1937 3.4991 1.3421
H -1.1970 2.1000 1.1403

[3]
58
Properties=species:S:1:pos:R:3 method="wB97M-V/def2-TZVPD" largest_force_ev_per_a=3.2 e_tot_ev=-33536.4699 charge=+1 e_lumo_ha=-0.1640 homo_lumo_gap_ev=6.31
C 0.3222 -0.1846 -2.3694
C -0.6542 -0.9030 -3.3728
C -0.7166 -2.4312 -2.9442
C -2.0540 -0.2305 -3.4989
C -1.9117 1.2158 -4.1258
C -2.8112 -0.0846 -2.1298
O -4.1156 0.5139 -2.4085
P -5.2797 -0.6218 -2.6347
H 1.3571 -0.4376 -2.7028
H 0.2385 -0.5671 -1.3258
H 0.2121 0.9200 -2.3278
H -0.1464 -0.8873 -4.3666
H -0.5840 -2.5150 -1.8429
H -1.6814 -2.8412 -3.3112
H 0.1617 -2.9534 -3.3914
H -2.7090 -0.8332 -4.1734
H -2.3954 2.0107 -3.5193
H -0.8275 1.4653 -4.1660
H -2.3581 1.1920 -5.1442
H -2.2373 0.6581 -1.5279
H -2.8746 -1.0422 -1.5595
H -5.6935 -1.1031 -1.3653
H -6.3749 -0.0710 -3.3680
H -4.7190 -1.7083 -3.3606
C 1.3470 4.8074 1.1165
C 2.4815 3.8313 1.4111
C 2.3586 2.5009 0.6460
O 1.4017 1.6002 1.1907
C 0.0707 1.8311 0.7767
N 2.5610 3.6196 2.8605
H 0.4130 4.5219 1.6024
H 1.6029 5.8029 1.4827
H 1.1650 4.8852 0.0412
H 3.4108 4.3081 1.0858
H 3.3192 1.9832 0.7196
H 2.1733 2.6649 -0.4230
H 0.0189 2.1827 -0.2582
H -0.4199 2.5428 1.4440
H -0.4712 0.8845 0.8495
H 3.3719 3.0402 3.0634
H 1.7740 3.0317 3.1265
C 0.5699 -2.1188 4.4018
C 0.8550 -1.4400 3.0659
C 0.7857 -2.4006 1.8634
O 1.9207 -3.2351 1.7107
C 1.9021 -4.4114 2.5031
N 2.1510 -0.7616 3.1456
H 1.4020 -2.7343 4.7434
H 0.3926 -1.3685 5.1744
H -0.3208 -2.7497 4.3399
H 0.0815 -0.6783 2.9183
H 0.7497 -1.7921 0.9527
H -0.1356 -2.9979 1.8785
H 0.8918 -4.8149 2.6140
H 2.3420 -4.2190 3.4835
H 2.5204 -5.1594 2.0054
H 2.2942 -0.2379 2.2851
H 2.8717 -1.4798 3.1157

[4]
12
Properties=species:S:1:pos:R:3 method="wB97M-V/def2-TZVPD" largest_force_ev_per_a=1.7 e_tot_ev=-6759.0779 e_lumo_ha=0.0342 homo_lumo_gap_ev=9.83 relative_energy_kj_mol=354.3
C -1.0716 0.8641 0.5320
C -0.5160 -0.8049 -0.5496
N 0.8894 -0.6706 -0.7531
C 1.4888 -0.0327 0.2778
O 0.9038 0.0856 1.3397
H -1.9934 0.4796 0.9458
H -1.1722 1.5726 -0.2756
H -0.6150 1.4535 1.3756
H -0.9317 -1.1990 -1.5183
H -0.7480 -1.5351 0.2213
H 1.3100 -0.6492 -1.6736
H 2.4558 0.4361 0.0780

[5]
20
Properties=species:S:1:pos:R:3 method="wB97M-V/def2-TZVPD" largest_force_ev_per_a=4.8 e_tot_ev=-82008.2111 smiles="O=[N+]([O-])[C@H]1CCCC[C@@H]1Br" e_lumo_ha=0.0136 homo_lumo_gap_ev=10.74 relative_energy_kj_mol=316.7
O -2.1798 -2.5772 0.7329
N -1.7749 -1.7522 0.0059
O -1.9202 -1.7036 -1.2095
C -0.7642 -0.7531 0.4157
C 0.6195 -1.2524 0.1586
C 1.6120 -0.0503 0.3909
C 1.3355 1.1937 -0.5387
C -0.0220 1.6813 0.0377
C -0.9758 0.6352 -0.3463
Br -2.8797 1.2711 0.0750
H -0.8986 -0.7493 1.5433
H 0.6154 -1.5068 -0.9783
H 0.8662 -2.1930 0.7299
H 2.6898 -0.3984 0.2394
H 1.5154 0.3099 1.3802
H 2.0126 1.9904 -0.3457
H 1.2465 1.0685 -1.7021
H -0.0171 1.7594 1.1198
H -0.3481 2.6540 -0.4154
H -0.7326 0.3728 -1.2935

[6]
18
Properties=species:S:1:pos:R:3 method="wB97M-V/def2-TZVPD" largest_force_ev_per_a=2.2 e_tot_ev=-9910.5548 smiles=C[C@@H](O)[C@H](N)CO e_lumo_ha=0.0309 homo_lumo_gap_ev=9.40 relative_energy_kj_mol=162.8
C 1.1572 -1.4526 -1.0975
C 0.9511 -0.2797 -0.1538
O 1.7091 0.8472 -0.5523
C -0.5124 0.0416 0.0770
N -1.1906 0.5379 -1.1122
C -0.7556 0.9299 1.2996
O -1.4805 0.1623 2.3022
H 2.2078 -1.6867 -1.2064
H 0.5677 -2.3024 -0.7522
H 0.7159 -1.1819 -2.0569
H 1.2316 -0.6102 0.8578
H 2.5801 0.8303 -0.1422
H -0.9932 -0.9072 0.3001
H -0.8305 1.2814 -1.6764
H -2.0318 0.0873 -1.4080
H -1.2399 1.8963 1.2303
H 0.2310 1.1748 1.7204
H -2.3170 0.6317 2.3705

[7]
15
Properties=species:S:1:pos:R:3 method="wB97M-V/def2-TZVPD" largest_force_ev_per_a=1.9 e_tot_ev=-633540.2153 e_lumo_ha=-0.0274 homo_lumo_gap_ev=9.57 relative_energy_kj_mol=78.5
C -3.3950 0.1317 5.7264
Br -4.1649 -1.6560 5.7695
Br -1.4315 -0.1200 5.5737
Br -3.8832 1.1147 7.3851
H -3.6903 0.6916 4.8391
C -1.1197 0.2933 -1.0555
Br -2.6379 0.0595 0.1750
Br 0.5927 0.6784 -0.0175
Br -1.6007 1.6122 -2.4894
H -1.0082 -0.7006 -1.4889
C 4.4849 -0.3370 -4.7773
Br 2.6708 -1.0884 -4.6394
Br 4.7348 1.0272 -6.1890
Br 5.7894 -1.8512 -4.9969
H 4.6586 0.1446 -3.8150

[8]
9
Properties=species:S:1:pos:R:3 method="wB97M-V/def2-TZVPD" largest_force_ev_per_a=1.9 e_tot_ev=-19548.3207 e_lumo_ha="-0.0244 / -0.0836" homo_lumo_gap_ev="9.52 / 6.19" relative_energy_kj_mol=481.8
C -0.0923 0.1518 0.1492
N -4.0306 -1.1133 0.0368
O -5.0948 -0.6044 -0.1301
O -1.4398 2.2816 -0.5911
O -2.9352 -0.5779 0.2541
S -1.3697 1.3891 0.5541
H 0.5135 0.5266 -0.6678
H 0.5100 -0.0287 1.0331
H -0.5964 -0.7667 -0.1361

[9]
16
Properties=species:S:1:pos:R:3 method="wB97M-V/def2-TZVPD" largest_force_ev_per_a=4.0 e_tot_ev=-10443.9912 smiles=O[C@H]1[C@@H]2[C@@H]3C[C@H]1O[C@@H]32 e_lumo_ha=0.0357 homo_lumo_gap_ev=10.16 relative_energy_kj_mol=263.9
O -2.2935 -0.0833 0.0781
C -1.0700 -0.1691 -0.5214
C -0.2554 1.0931 -0.4132
C 1.1220 0.7089 -0.2883
C 1.2194 -0.8584 -0.4038
C -0.0401 -1.0758 0.2977
O 0.0819 -0.3605 1.5479
C 0.3229 0.9957 0.9935
H -2.2921 -0.1226 1.0282
H -1.2864 -0.3210 -1.5085
H -0.8043 2.0406 -0.8236
H 1.9638 1.2391 -0.6307
H 2.0618 -1.3912 -0.1072
H 1.0526 -1.4199 -1.3460
H -0.2681 -2.0869 0.4788
H 0.4855 1.8113 1.6185

[10]
11
Properties=species:S:1:pos:R:3 method="wB97M-V/def2-TZVPD" largest_force_ev_per_a=8.4 s_squared=0.781 multiplicity=2 e_tot_ev=-13488.0754 charge=-1 e_lumo_ha="0.1389 / 0.1191" homo_lumo_gap_ev="5.79 / 5.23" relative_energy_kj_mol=491.0
O -1.8448 -0.3507 -0.6484
C -0.5614 -0.0648 -0.2820
O -0.3819 1.2119 -0.1410
Hg 1.2748 1.0000 0.8974
O 1.8531 -0.5115 -0.1765
C 0.7677 -1.0548 -0.7326
H 0.5625 -2.0820 -0.3594
C -2.6181 -1.1290 0.2346
H -2.1482 -1.1870 1.2288
H -2.7365 -2.1531 -0.1540
H -3.6029 -0.6553 0.3156

[11]
23
Properties=species:S:1:pos:R:3 method="wB97M-V/def2-TZVPD" largest_force_ev_per_a=2.0 e_tot_ev=-16465.9752 charge=+1 e_lumo_ha="-0.1754 / -0.1754" homo_lumo_gap_ev="8.03 / 8.03" relative_energy_kj_mol=83.2
C 3.0539 -1.1559 -0.9292
C 4.4498 0.1049 0.5747
C -2.6767 -1.5119 0.8927
C -2.3130 -1.5285 -0.4942
C -2.3252 -0.4607 1.6423
C -1.6861 -0.4822 -1.0647
C -1.5559 0.6847 1.0837
C 2.3239 0.8988 -0.1659
C -0.8522 1.6951 -0.9366
C 3.5185 0.1791 -0.5522
N 2.6142 -2.1742 -1.1942
N 5.1575 0.0538 1.4646
N 1.3194 1.3624 0.1196
N -1.3742 0.6687 -0.3598
H -3.2254 -2.3441 1.3008
H -2.5581 -2.3896 -1.0951
H -2.5623 -0.3957 2.6921
H -1.4327 -0.4679 -2.1138
H -2.0238 1.6284 1.3856
H -0.6424 1.6789 -1.9944
H -0.6763 2.6035 -0.3854
H 4.0162 0.6653 -1.4047
H -0.5492 0.6872 1.5344

[12]
68
Properties=species:S:1:pos:R:3 method="wB97M-V/def2-TZVPD" largest_force_ev_per_a=1.3 s_squared=0.761 multiplicity=2 e_tot_ev=-196000.9998 charge=-1 e_lumo_ha="0.0731 / 0.0731" homo_lumo_gap_ev="4.80 / 4.97"
Ni -0.0014 0.6448 -0.5259
F 1.2513 3.4873 -3.4135
C 1.3951 2.7333 -2.3118
F 2.5735 2.9965 -1.7462
F 1.3976 1.4598 -2.7047
S 0.0246 3.2275 -1.1280
O 0.2633 2.8353 0.2451
O 0.0102 4.6420 -1.3707
N -1.1978 2.4794 -1.8226
S -2.4129 1.7995 -1.0590
O -3.5487 2.6636 -0.9233
O -2.0782 0.9811 0.0987
C -2.9043 0.6151 -2.3917
F -4.0094 -0.0207 -1.9937
F -3.1654 1.2778 -3.5189
F -1.9647 -0.2947 -2.6437
C -0.0153 -1.9832 0.0638
H -0.1262 -1.3677 -0.8566
H -0.0849 -1.3261 0.9274
I 5.6195 1.5361 1.6159
C 3.9779 0.7120 0.6746
C 3.9983 -0.2888 -0.2100
N 2.6522 -0.5584 -0.5300
N 1.8244 0.4013 0.0819
C 2.6173 1.1123 0.8438
H 4.8028 -0.8771 -0.6214
H 2.4400 -0.6039 -1.5268
H 2.2026 1.8966 1.4571
C 0.6770 -2.3145 -4.0194
Si 1.8813 -2.9246 -2.6995
C 2.0049 -4.7967 -2.9001
C 3.5828 -2.2547 -3.2307
Ge 1.8181 -2.7047 -0.0877
Si -1.3714 -3.2606 0.1678
C -2.5578 -2.8236 1.5404
C -2.3261 -3.4181 -1.4305
C -0.6227 -4.9549 0.5229
Si 2.4587 -2.6515 2.3399
C 3.0801 -4.4214 2.5823
C 3.8619 -1.5783 3.0048
C 1.0154 -2.4347 3.5294
H 1.0417 -2.5811 -5.0183
H 0.5649 -1.2257 -3.9686
H -0.3187 -2.7504 -3.8883
H 2.3142 -5.0628 -3.9181
H 1.0463 -5.2897 -2.6968
H 2.7402 -5.1977 -2.1953
H 3.9210 -2.7644 -4.1401
H 4.3404 -2.4203 -2.4551
H 3.5489 -1.1793 -3.4499
H -3.0009 -1.8411 1.3486
H -2.0424 -2.7721 2.5043
H -3.3651 -3.5581 1.6219
H -2.9308 -2.5245 -1.6188
H -2.9976 -4.2819 -1.3907
H -1.6487 -3.5510 -2.2805
H -0.0700 -4.9467 1.4703
H 0.0863 -5.2254 -0.2704
H -1.3782 -5.7466 0.5813
H 3.9018 -4.6307 1.8891
H 2.2952 -5.1628 2.3953
H 3.4475 -4.5608 3.6063
H 4.7199 -1.5697 2.3253
H 4.1937 -1.9808 3.9691
H 3.5449 -0.5409 3.1534
H 0.2224 -3.1637 3.3342
H 0.5776 -1.4338 3.4472
H 1.3673 -2.5757 4.5575